Below is 3 unconnected molecules or ions with the total composition C19H26Br2F10O13S2 at a distorted geometry, with properties calculated with ωB97M-V/def2-TZVPD.

Structure (ORCA input):
```
! RIJCOSX wB97M-V def2-TZVPD def2/J DEFGRID3
* xyz 0 1
O 2.407 2.228 2.038
C 3.362 2.090 1.311
O 3.854 3.094 0.543
C 4.092 0.785 1.112
C 3.582 0.120 -0.192
C 2.179 -0.468 0.001
C 1.199 -0.143 -1.103
F 0.989 1.201 -1.168
Br 1.983 -0.649 -2.856
O 0.026 -0.854 -1.051
C -0.828 -0.571 0.062
C -1.789 0.591 -0.170
C -2.958 0.283 -1.088
O -3.616 1.530 -1.326
C -4.881 1.398 -1.913
C -5.953 2.031 -1.032
F -7.099 2.072 -1.753
F -5.581 3.286 -0.709
C -6.200 1.274 0.297
F -6.285 -0.046 0.032
F -5.121 1.454 1.075
C -7.460 1.742 1.108
F -7.068 2.074 2.356
F -8.021 2.838 0.570
C -8.560 0.686 1.296
F -9.024 0.263 0.104
F -8.095 -0.352 2.012
C -1.563 -1.893 0.338
F -1.987 -2.485 -0.809
O -2.653 -1.737 1.194
C -2.297 -1.721 2.552
Br -3.924 -1.472 3.559
H 3.750 3.926 1.025
H 5.143 1.025 0.945
H 3.948 0.147 1.983
H 4.306 -0.637 -0.492
H 3.566 0.900 -0.955
H 1.767 0.007 0.899
H 2.167 -1.536 0.188
H -0.275 -0.373 0.986
H -1.290 1.486 -0.539
H -2.209 0.854 0.807
H -2.643 -0.187 -2.027
H -3.678 -0.382 -0.601
H -4.901 1.968 -2.850
H -5.139 0.359 -2.129
H -9.383 1.143 1.852
H -0.843 -2.580 0.809
H -1.657 -0.873 2.799
H -1.869 -2.667 2.882
O 2.066 -2.355 2.249
S 1.491 -3.554 2.750
O 0.429 -3.511 3.690
O 2.662 -4.490 3.286
C 2.630 -5.765 2.621
C 2.048 -5.458 1.256
O 1.039 -4.473 1.528
H 1.987 -6.436 3.193
H 3.634 -6.177 2.571
H 1.599 -6.323 0.779
H 2.791 -5.017 0.589
O 4.804 3.072 -1.714
S 5.322 3.390 -2.997
O 4.557 4.108 -3.948
O 5.885 2.045 -3.661
C 7.267 2.192 -4.005
C 7.801 3.183 -2.991
O 6.736 4.127 -2.835
H 7.332 2.583 -5.022
H 7.762 1.226 -3.954
H 8.698 3.693 -3.328
H 7.989 2.708 -2.026
*
```

E_HOMO = -9.875 eV
HOMO-LUMO gap = 10.0493 eV
SMILES = O=C(O)CCC[C@@](F)(Br)O[C@@H](CCOCC(F)(F)C(F)(F)C(F)(F)C(F)F)[C@H](F)OCBr.O=S1(=O)OCCO1.O=S1(=O)OCCO1